# 1
ORCA calculation (wB97M-V/def2-TZVPD) on the molecule C6H10OSi2.

```
19
Properties=species:S:1:pos:R:3:lowdin_charge:R:1
C 1.3994 -1.6832 -0.1483 -0.34
C 0.3813 -2.5012 -0.1035 -0.10
C 0.3929 0.5376 -1.7143 -0.20
C -0.9323 0.2809 -1.6728 -0.23
C 2.5385 1.2179 0.7099 -0.16
C -3.0043 -0.0673 1.0708 -0.18
O -0.3121 0.2660 0.8191 -0.34
Si 1.1849 0.1977 -0.0690 0.49
Si -1.5410 -0.2819 0.0004 0.60
H 2.5000 -2.0432 -0.0747 0.07
H 0.3698 -3.6185 -0.2351 0.02
H 0.8104 0.9706 -2.5817 0.05
H -1.4530 0.1536 -2.6761 0.07
H 3.1278 0.6648 1.4428 0.03
H 3.2287 1.3852 -0.1104 0.02
H 2.2010 2.2540 1.0844 0.07
H -3.6783 0.7734 0.8144 0.04
H -3.8526 -0.8548 1.2005 0.07
H -2.4869 0.0189 2.0292 0.03
```

Values from the calculation:
**Highest occupied orbital energy (alpha / beta)**: -0.2601 / -0.2603 Eh
**Energy relative to the best compared isomer or geometry (same formula, charge and spin)**: 2.234 eV
**Molar mass**: 154.317 g mol⁻¹
**HOMO-LUMO gap (alpha / beta)**: 7.28 / 7.28 eV
**E**: -24185.00701 eV



# 2
ORCA calculation (wB97M-V/def2-TZVPD) on the molecule C6H10P2.

```
18
Properties=species:S:1:pos:R:3:lowdin_charge:R:1
C -1.0015 0.2041 0.7551 -0.09
C -1.0333 1.0957 -0.1603 -0.58
C 1.8696 -0.5323 -0.4409 -0.56
C -0.9156 -0.6821 1.8910 -0.12
C -2.1275 1.3835 -1.1910 -0.14
C 2.3413 -1.8743 -0.0152 -0.21
P 2.0658 0.8230 -1.2482 0.59
P 0.5073 2.2045 -0.5130 0.62
H -1.0195 -1.7578 1.5679 0.10
H -1.6683 -0.5259 2.5409 0.02
H 0.0349 -0.7074 2.5831 0.11
H -3.1108 0.9093 -0.9207 0.09
H -1.6305 0.9038 -2.0871 0.09
H -2.2219 2.3647 -1.5123 0.02
H 2.1975 -2.0990 1.0084 0.03
H 3.5047 -1.7406 -0.0242 0.10
H 1.9506 -2.7846 -0.5149 0.08
H 0.2574 2.8156 -1.7186 -0.15
```

Values from the calculation:
**Highest occupied orbital energy (alpha / beta)**: -0.2605 / -0.2653 Eh
**Energy relative to the best compared isomer or geometry (same formula, charge and spin)**: 4.499 eV
**Molar mass**: 144.094 g mol⁻¹
**HOMO-LUMO gap (alpha / beta)**: 6.76 / 7.25 eV
**E**: -24955.02146 eV



# 3
ORCA calculation (wB97M-V/def2-TZVPD) on the molecule C6H10S.

```
17
Properties=species:S:1:pos:R:3:lowdin_charge:R:1
C 0.6002 0.6463 -0.5028 -0.20
C 1.8507 0.1405 0.2444 -0.44
C -0.1632 -1.2744 0.1198 -0.08
C -0.5586 0.1822 0.2663 -0.42
C 1.1173 -0.7432 -0.6539 -0.24
C -1.8492 0.5771 -0.2692 -0.07
S 3.8314 0.0665 -0.0113 0.67
H 0.5697 1.4457 -1.2535 0.15
H 1.8161 0.2276 1.3937 0.12
H -0.3140 -1.8476 1.0713 0.13
H -0.7753 -1.7640 -0.5928 0.09
H -0.6704 0.6207 1.2793 0.15
H 1.5957 -1.2627 -1.5629 0.16
H -2.6434 0.0779 0.2361 0.09
H -1.8542 0.3650 -1.3039 0.08
H -1.9156 1.5983 -0.1882 0.06
H 3.8726 1.1984 0.5302 -0.25
```

Values from the calculation:
**Highest occupied orbital energy**: -0.3265 Eh
**Energy relative to the best compared isomer or geometry (same formula, charge and spin)**: 3.801 eV
**Molar mass**: 114.213 g mol⁻¹
**HOMO-LUMO gap**: 9.78 eV
**SMILES**: C[C@H]1C[C@@H]2[C@@H](S)[C@@H]21
**E**: -17215.82227 eV